DFT (the ωB97M-V functional and the def2-TZVPD basis) results for a molecular structure, C65H101BIN9PSr in a non-equilibrium geometry.

Geometry as XYZ:
```
179
Properties=species:S:1:pos:R:3:forces:R:3:lowdin_charge:R:1
I 0.006439 6.320968 -4.493452 -0.1 -0.3 0.2 0.878
Sr -0.440291 0.602119 -0.325415 -0.1 1.5 0.6 1.349
P 1.116830 2.838086 2.131121 0.3 -0.1 0.0 1.156
N -1.188970 -2.325654 -0.739179 0.2 -0.4 0.0 0.036
N -1.814745 -1.367775 0.006824 -0.7 -0.3 0.5 -0.076
N -0.458605 2.826920 -2.092400 0.0 -0.4 0.3 -0.023
N -1.612335 -1.146594 -2.947953 0.0 -0.2 -0.2 0.038
N 1.110373 -0.148084 -2.035422 0.4 0.1 -0.4 -0.075
N -2.875399 2.041736 0.103143 0.4 -0.3 0.0 0.053
N 0.817284 -1.450586 -2.321190 0.2 -0.4 0.0 0.031
N -2.182299 -0.021445 -2.426782 0.0 0.3 0.3 0.042
N -0.370269 2.300704 -3.322028 0.1 0.1 -0.3 -0.013
C -2.329257 -5.257682 -2.067356 0.1 0.1 0.0 -0.033
C 2.042492 2.885832 4.722396 0.0 0.0 -0.2 -0.117
C 2.964355 1.958798 -4.180276 -0.1 0.0 0.1 -0.053
C 2.574643 2.505312 5.936175 -0.1 0.3 0.1 -0.061
C -3.735233 -1.252253 1.612666 0.0 0.0 0.2 -0.349
C -0.120731 -2.075913 5.035142 -0.1 0.0 -0.1 -0.029
C 2.167653 -0.556232 2.953415 -0.1 0.0 -0.4 -0.082
C 2.650083 -3.391990 -4.993841 -0.1 0.1 0.0 -0.061
C 3.526046 3.015215 0.828997 -0.1 0.0 0.1 -0.115
C -3.216581 -0.825043 2.986408 -0.4 0.1 -0.5 -0.074
C -5.440181 3.505011 2.340639 0.0 0.0 0.0 -0.074
C 2.875562 1.516159 -2.711182 0.1 -0.1 0.0 -0.359
C -0.225818 3.236579 -4.272534 0.1 0.1 0.1 -0.159
C -5.454650 1.166539 -3.654569 0.1 0.0 0.1 -0.061
C -3.848314 2.925389 0.629520 -0.1 0.1 0.1 -0.331
C -1.291606 -4.872607 -1.003508 -0.1 0.0 -0.2 -0.354
C 0.013985 5.265745 3.517385 0.0 0.0 0.0 -0.081
C 0.987645 -2.547585 2.262866 0.2 0.0 0.0 0.001
C -0.360179 4.139919 -2.261885 -0.1 0.1 -0.1 -0.218
C 0.987732 -1.326446 2.946689 -0.1 -0.1 -0.3 -0.119
C 2.986340 1.203661 6.104527 0.1 -0.2 0.2 -0.057
C 2.544030 3.966529 1.518725 -0.1 -0.3 0.0 -0.671
C -1.301120 3.160360 3.519344 0.0 0.2 -0.1 -0.105
C 2.832961 0.317179 5.061726 -0.1 0.0 -0.1 -0.060
C -5.001019 -2.096467 1.765446 0.0 0.1 -0.1 -0.058
C -0.811296 -2.037956 -6.146837 0.0 -0.1 0.1 -0.043
C -3.115608 0.376161 -3.295216 0.0 -0.2 -0.2 -0.266
C 1.779940 -1.970282 -3.125472 0.2 0.2 -0.1 -0.180
C -1.017571 4.446475 1.423999 0.1 0.0 0.0 -0.122
C 2.260480 0.146696 -2.648818 0.0 -0.2 -0.1 -0.268
C -0.691295 0.225436 4.265996 0.4 -0.4 0.1 -0.091
C 3.499489 -5.075742 0.862106 -0.2 0.0 -0.1 -0.073
C 1.900677 2.020924 3.625029 -0.2 0.1 0.2 -0.276
C -3.115155 -0.471286 -4.410553 0.0 0.0 0.0 0.037
C -4.491309 2.634673 1.827914 0.0 -0.1 0.0 -0.041
C -0.304852 4.000561 2.717301 0.2 -0.1 -0.1 -0.651
C -5.100865 4.976267 0.482071 0.0 0.0 0.0 -0.074
C 4.280890 1.534868 -2.107066 -0.1 0.0 0.0 -0.061
C -0.263518 -1.161457 3.805594 0.2 0.0 0.3 -0.359
C -4.151584 4.109047 -0.034845 0.1 0.0 -0.1 -0.048
C 2.013040 4.929666 0.456275 -0.1 0.0 0.0 -0.092
C -1.669235 -3.550852 -0.394098 -0.1 0.0 0.4 -0.192
C 5.547585 -0.773846 1.194089 -0.1 0.2 0.0 -0.071
C 2.723810 -0.980218 -3.332237 0.0 0.0 0.1 0.045
C 3.328764 4.750911 2.571244 -0.1 0.0 0.0 -0.079
C -2.156215 -1.432114 -4.154289 -0.2 0.1 0.0 -0.192
C 3.336794 -1.119509 2.395551 0.0 0.4 0.1 -0.125
C 2.297241 0.669531 3.810578 -0.1 0.2 0.6 -0.165
C -1.213673 -5.971862 0.057977 0.0 0.0 -0.1 -0.049
C 1.626399 -5.476582 2.451352 -0.1 0.0 0.0 -0.064
C 2.333370 -4.366319 -2.710194 0.0 -0.1 0.0 -0.042
C 1.806240 -3.351301 -3.719171 -0.1 -0.1 0.0 -0.359
C -2.705273 -1.980873 0.785648 0.0 -0.2 -0.2 -0.253
C 4.684191 -0.415820 2.412842 0.1 -0.1 0.1 -0.353
C -3.590057 2.831200 -3.669090 -0.1 0.0 0.2 -0.052
C 5.513321 -0.708281 3.674036 0.0 0.1 -0.1 -0.044
C -2.996220 -3.211994 -5.695498 0.1 0.0 0.1 -0.056
C -5.753274 4.678605 1.670167 0.0 0.0 0.0 -0.087
C 3.308451 -2.397215 1.873751 0.3 -0.2 -0.1 0.014
C -4.081749 1.509556 -3.065660 0.0 0.1 -0.1 -0.358
C -2.626952 -3.365110 0.584169 0.1 0.0 0.0 0.043
C -0.208328 4.449570 -3.620153 0.0 0.3 -0.2 -0.756
C 2.150638 -3.138214 1.789160 -0.4 0.1 0.0 -0.167
C 2.135782 -4.572303 1.323029 0.0 -0.2 0.0 -0.373
C -1.764676 -2.559580 -5.063907 0.0 0.0 -0.1 -0.363
B -0.612565 -2.041571 -2.157574 -0.1 0.0 -0.4 -0.511
H 2.656671 3.224383 6.740865 0.0 0.0 0.0 0.113
H 0.072386 -1.574415 -5.701041 0.0 0.0 0.0 0.070
H 4.946402 -0.893648 0.292830 0.0 0.0 -0.1 0.072
H -3.702050 -3.543034 -4.932838 0.0 0.0 0.0 0.082
H -1.006307 -1.984494 5.667838 0.0 0.0 0.0 0.086
H -4.372179 3.588124 -3.586802 0.0 0.0 0.0 0.086
H 3.707310 -3.239452 -4.771133 0.0 0.0 0.0 0.082
H -6.183115 1.917846 -3.348613 0.0 0.0 0.0 0.083
H -1.640151 2.301831 2.933696 -0.1 0.2 0.1 0.050
H 3.212119 3.019185 -4.246865 0.0 0.0 0.0 0.088
H 3.382455 -4.164917 -2.491408 0.0 0.0 0.1 0.089
H 2.031102 1.781654 -4.710580 0.0 0.0 0.0 0.061
H 6.092122 -1.704035 1.366858 0.0 0.0 -0.1 0.080
H -0.877221 2.815195 4.463195 0.0 0.0 -0.1 0.080
H -2.398419 -4.501506 -2.851230 0.0 0.0 0.0 0.062
H -0.422321 4.815493 -1.424084 0.0 0.0 0.0 0.095
H -4.815891 -2.961082 2.404667 0.0 0.0 0.0 0.085
H 5.583607 -1.784353 3.847768 0.0 0.0 0.0 0.092
H 3.932145 -4.424134 0.105792 0.1 0.0 -0.1 0.069
H 2.266729 -5.377554 3.330463 0.0 0.0 0.0 0.093
H 0.750639 5.899301 3.028329 0.0 0.0 0.0 0.063
H 3.113112 -0.718172 5.209311 0.0 0.0 0.0 0.125
H 2.239843 2.214881 -2.156852 0.0 0.0 0.0 0.111
H 2.254866 -5.378481 -3.110721 0.0 0.0 0.0 0.092
H -2.763689 2.186152 -0.895314 0.0 0.0 0.0 0.029
H -4.018755 -0.350088 1.062288 0.0 0.0 0.0 0.108
H -2.699305 3.206046 -3.163742 0.0 0.0 0.0 0.036
H -2.059134 4.676693 1.654041 0.0 0.0 0.0 0.082
H -5.799909 0.188844 -3.317848 0.0 0.0 0.0 0.088
H -0.426628 1.296489 -3.430786 0.0 0.0 0.0 0.126
H -0.006386 -3.120878 4.746506 0.0 0.0 0.0 0.078
H 4.163849 3.565959 0.133631 0.0 0.0 0.0 0.091
H -0.482001 -2.855818 -6.790469 0.0 0.0 0.0 0.087
H -5.359874 -2.450213 0.798872 0.0 0.0 0.0 0.089
H 1.771361 -4.316571 -1.779396 0.0 0.0 0.1 0.055
H 3.812519 4.090698 3.287611 0.0 0.0 0.0 0.076
H -2.694789 -4.078968 -6.284614 0.0 0.0 0.0 0.085
H -4.247957 1.722431 2.361511 0.0 0.0 0.0 0.094
H -1.725039 0.178449 4.616401 0.2 0.1 0.1 0.084
H -2.209505 -6.237579 0.416573 0.0 0.0 0.0 0.084
H 4.937480 0.851870 -2.648683 0.0 0.0 0.0 0.087
H 6.289208 0.007381 1.020287 0.0 0.0 0.0 0.084
H 2.997226 2.236875 0.275016 0.1 0.0 0.0 0.047
H 2.546077 -4.367240 -5.469830 0.0 0.0 0.0 0.087
H -2.180117 3.769147 3.746022 0.0 0.1 0.0 0.096
H -0.571173 -3.098612 -2.684828 0.0 0.0 0.0 0.097
H 2.856286 5.453094 -0.001247 0.0 0.0 0.0 0.095
H 0.052207 -3.097389 2.205291 0.0 0.0 0.1 0.118
H -3.312763 -5.352228 -1.604276 0.0 0.0 0.0 0.091
H -3.510039 -2.515184 -6.358657 0.0 0.0 0.0 0.079
H 3.408592 0.875606 7.045764 0.0 0.0 0.0 0.115
H -6.501445 5.352082 2.065299 0.0 0.0 0.0 0.105
H 2.719618 5.467182 3.118378 0.0 0.0 0.0 0.066
H -2.358816 -0.158315 2.886190 -0.4 -0.1 -0.1 0.042
H -1.239607 -3.320165 -4.486961 0.0 0.0 0.0 0.094
H -2.923645 -1.699684 3.568877 0.0 0.0 0.0 0.099
H 4.172775 2.553378 1.569186 0.1 -0.2 0.0 0.071
H 0.608659 -5.221265 2.747457 0.0 0.0 0.1 0.061
H -1.314595 -1.294492 -6.767191 0.0 0.0 0.0 0.086
H 4.704539 2.538111 -2.175591 0.0 0.0 0.0 0.087
H -3.209323 -4.135526 1.059205 0.0 0.0 0.0 0.119
H -5.337412 5.888847 -0.049555 0.0 0.0 0.0 0.109
H -0.616518 -5.665242 0.912089 0.1 0.0 0.1 0.052
H -0.765143 -6.868539 -0.371230 0.0 0.0 0.0 0.091
H -5.938573 3.258957 3.269511 0.0 0.0 0.0 0.109
H 0.789737 -3.639516 -3.988968 0.0 0.1 0.0 0.107
H 0.340734 5.058044 4.535038 -0.1 0.1 0.0 0.072
H 3.745887 1.394967 -4.691848 0.0 0.0 0.0 0.084
H -2.071647 -6.212999 -2.527330 0.0 0.0 0.0 0.089
H 4.482944 0.649220 2.398259 0.0 0.3 -0.1 0.103
H -0.632187 0.932045 3.445463 0.1 -0.2 0.1 0.021
H 3.403638 -6.072068 0.429545 0.0 0.0 0.0 0.086
H -0.141679 3.013447 -5.322352 0.0 -0.1 0.0 0.131
H 5.095391 -0.236566 4.558402 0.1 -0.1 0.0 0.053
H -3.999755 -0.304797 3.541371 0.0 0.0 0.0 0.093
H 4.114567 5.314106 2.059173 0.0 0.0 0.0 0.096
H 1.715501 3.907191 4.619773 0.2 -0.1 0.0 0.067
H 4.261362 1.236860 -1.063126 0.1 -0.1 0.1 0.049
H 1.429116 -4.644132 0.489039 0.0 0.0 -0.1 0.111
H 6.524871 -0.320445 3.538599 0.0 0.0 0.0 0.085
H 4.240174 -2.834002 1.542717 0.0 0.0 0.0 0.102
H 1.354318 5.688660 0.872603 0.0 0.0 0.0 0.064
H -0.576153 5.346981 1.001475 0.0 0.0 0.0 0.067
H -4.219150 1.641511 -1.990654 0.0 0.0 0.0 0.108
H 1.630588 -6.520599 2.135580 0.0 0.0 0.0 0.084
H -3.641254 4.347834 -0.963155 0.0 0.0 0.0 0.110
H -3.357270 2.699612 -4.727439 0.0 0.0 0.0 0.091
H 3.622320 -1.049545 -3.920889 0.0 0.0 0.0 0.119
H -0.315165 -4.781760 -1.480431 0.0 0.0 0.0 0.105
H -1.009372 3.661444 0.666686 -0.1 0.0 0.0 0.024
H 2.331405 -2.631549 -5.707770 0.0 0.0 0.0 0.076
H 4.189725 -5.136512 1.706155 0.0 0.0 0.0 0.090
H 0.749576 -1.787203 5.627153 0.0 0.0 0.0 0.082
H -0.083427 0.592623 5.091733 0.1 0.1 0.0 0.094
H -0.908296 5.848143 3.600032 0.0 0.0 0.0 0.097
H -1.080307 -1.562997 3.204608 0.4 -0.1 0.0 0.077
H 1.486625 4.385278 -0.330597 0.0 0.0 0.0 0.054
H -5.789971 -1.501461 2.226144 0.0 0.0 0.0 0.085
H -5.415873 1.161697 -4.744701 0.0 0.0 0.0 0.080
H -3.745312 -0.403657 -5.280608 0.0 0.0 0.0 0.116
H -3.136457 1.074971 0.261706 -0.2 -0.1 -0.2 0.040
```
Forces are in eV/Å.

Calculated values
- orbital gap (eV) = 9.363
- highest occupied orbital energy (Ha) = -0.3909
- total charge = +1